No. 1
ORCA calculation (ωB97M-V/def2-TZVPD) on a molecular structure, C42H75F3N2O24S6V at a distorted geometry.

Last column: Löwdin charge in e.
CARTESIAN COORDINATES (ANGSTROEM)
V 14.30213 26.49125 -35.73367  0.7984
N 13.99952 24.95266 -33.44940  -0.6142
O 14.38529 24.26350 -32.53462  0.0114
O 13.74485 26.10943 -33.35896  -0.0368
O 14.06225 24.57470 -34.62718  -0.0943
N 10.80710 27.19470 -35.57304  -0.5706
O 10.00350 26.65164 -34.79823  -0.0331
O 10.36172 28.13665 -36.30304  -0.0629
O 12.00747 26.83694 -35.62264  -0.1011
F 8.14322 21.92085 -34.89353  0.0693
C 9.03879 22.13936 -33.93251  -0.2615
C 9.27625 21.09127 -33.00195  -0.0341
C 10.16003 21.25977 -32.02584  -0.1198
C 10.91660 22.42763 -31.89570  -0.0824
C 10.72637 23.42837 -32.82785  -0.0704
C 9.84839 23.26735 -33.90733  -0.0047
H 8.69233 20.18307 -33.02638  0.1163
H 10.41537 20.44210 -31.36810  0.1078
H 11.67540 22.41310 -31.12731  0.0898
H 11.28453 24.34649 -32.71868  0.0865
H 9.69757 24.13479 -34.53279  0.0982
F 18.97450 20.11871 -29.08654  0.0692
C 18.59040 20.40978 -30.32123  -0.3093
C 17.55186 21.32048 -30.48860  -0.0137
C 17.18562 21.52935 -31.79303  -0.0707
C 17.80677 20.80874 -32.84803  -0.1025
C 18.78120 19.88499 -32.62068  -0.0767
C 19.20989 19.69286 -31.29070  -0.0029
H 17.07218 21.85753 -29.68369  0.0996
H 16.35164 22.16531 -32.05076  0.1010
H 17.53539 20.99365 -33.87690  0.0764
H 19.24828 19.34910 -33.43374  0.1083
H 20.08459 19.07640 -31.14481  0.1231
F 10.39858 25.34378 -26.66603  0.0505
C 10.66380 25.51428 -27.98091  -0.2773
C 9.57815 25.66218 -28.81479  0.0013
C 9.82572 26.00528 -30.15868  -0.0340
C 11.15126 26.13246 -30.58699  -0.1077
C 12.20400 25.87599 -29.76502  -0.1169
C 11.98282 25.63845 -28.42316  -0.0338
H 8.55508 25.63820 -28.46960  0.1175
H 9.02377 26.27855 -30.82846  0.1112
H 11.48314 26.31978 -31.59752  0.0884
H 13.20357 25.87331 -30.17398  0.0957
H 12.86662 25.52509 -27.81287  0.1101
C 16.56291 23.33568 -38.16279  -0.2410
S 17.04386 24.40955 -36.78205  0.9250
O 15.99634 25.49747 -36.75772  -0.6017
C 16.71733 23.21855 -35.44870  -0.2338
H 17.37345 22.60740 -38.18982  0.0488
H 16.52138 23.78402 -39.15545  0.0556
H 15.58416 22.86890 -38.05201  0.0348
H 15.66397 22.94458 -35.50766  0.0332
H 16.94683 23.60231 -34.45464  0.0544
H 17.23302 22.27627 -35.63387  0.0423
C 12.44872 29.10047 -32.80901  -0.2314
S 13.71081 29.58833 -34.02159  0.9488
O 14.13822 28.44598 -34.97942  -0.6200
C 12.51132 30.52804 -35.02792  -0.2271
H 12.79919 28.35405 -32.09617  0.0229
H 11.63847 28.70033 -33.41849  0.0552
H 12.09793 29.98875 -32.28365  0.0573
H 12.06168 29.97569 -35.85304  0.0416
H 13.09004 31.26466 -35.58522  0.0431
H 11.83495 31.09210 -34.38569  0.0573
C 15.96536 25.11451 -28.97347  -0.2351
S 17.75160 24.79064 -29.42684  0.8429
O 18.48552 26.12052 -29.40091  -0.5866
C 18.25813 23.84386 -27.82878  -0.2000
H 15.41873 24.83245 -29.87333  0.0182
H 15.60990 26.10094 -28.67565  0.0474
H 15.61240 24.49583 -28.14839  0.0381
H 19.22063 23.36105 -27.99788  0.0315
H 17.56998 23.02339 -27.62537  0.0263
H 18.30146 24.52676 -26.98033  0.0533
C 11.01459 24.36822 -38.24369  -0.2108
S 12.76900 23.92769 -37.84129  0.9121
O 13.50104 25.14047 -37.23063  -0.6052
C 12.54712 22.59703 -36.59955  -0.2220
H 10.40420 23.47881 -38.40013  0.0546
H 10.95528 25.01499 -39.11906  0.0418
H 10.55175 25.00430 -37.48918  0.0515
H 12.02380 21.72079 -36.98221  0.0674
H 12.00699 23.08638 -35.78905  0.0445
H 13.53036 22.20676 -36.33678  0.0271
C 16.45905 28.08247 -32.02134  -0.2308
S 16.91631 26.69191 -33.10929  0.9044
O 16.09367 26.79514 -34.40548  -0.5982
C 18.66615 27.19261 -33.45712  -0.2115
H 17.23609 28.17463 -31.26251  0.0503
H 15.49777 27.94394 -31.52652  0.0376
H 16.38111 29.02349 -32.56586  0.0512
H 18.76656 28.15497 -33.95900  0.0652
H 19.01908 26.39527 -34.11117  0.0336
H 19.22546 26.99520 -32.54263  0.0518
C 12.54378 28.53991 -39.01871  -0.2282
S 14.33942 28.33435 -38.78727  0.9648
O 14.40291 27.63139 -37.43477  -0.6300
C 14.45894 26.94579 -40.06092  -0.2017
H 12.43835 29.01668 -39.99322  0.0565
H 12.18366 29.18228 -38.21510  0.0412
H 12.07564 27.57054 -38.84763  0.0503
H 15.29252 26.28966 -39.81041  0.0441
H 14.71502 27.49748 -40.96545  0.0404
H 13.51047 26.41074 -40.10808  0.0408
C 15.68880 19.37387 -37.72618  -0.0895
O 15.88599 19.95623 -36.49027  -0.0180
C 14.94089 19.64385 -35.56041  -0.5263
O 14.31309 18.62378 -35.48200  0.1464
O 14.81997 20.68875 -34.64663  -0.0723
C 13.67840 20.76626 -33.74900  -0.0182
H 16.67133 19.07733 -38.09332  0.0962
H 15.31212 20.00648 -38.52993  0.0910
H 15.09685 18.45863 -37.73198  0.0980
H 12.69109 20.99600 -34.14966  0.0866
H 13.89829 21.60093 -33.08336  0.0745
H 13.76675 19.89615 -33.09847  0.1002
C 20.00649 23.33045 -32.41892  -0.0728
O 20.93826 24.09654 -31.73178  -0.0068
C 21.50265 23.59265 -30.58997  -0.5172
O 21.33752 22.44962 -30.14869  0.1020
O 22.33681 24.53041 -30.09563  -0.0025
C 22.81065 24.34749 -28.76676  -0.0454
H 19.17593 23.10621 -31.74960  0.0628
H 20.31051 22.34147 -32.76183  0.0936
H 19.63160 23.84569 -33.30328  0.0911
H 23.35150 23.40212 -28.72362  0.0961
H 22.05664 24.30846 -27.98060  0.0902
H 23.40285 25.22219 -28.49787  0.0963
C 16.53424 19.61851 -26.60644  -0.0867
O 15.74652 20.69903 -26.98424  -0.0213
C 14.40941 20.53150 -27.21864  -0.5128
O 13.66528 19.52795 -27.09309  0.0919
O 14.06100 21.72290 -27.71433  -0.0319
C 12.70751 22.08719 -28.08894  0.0046
H 17.61206 19.77391 -26.65404  0.0862
H 16.45832 18.78826 -27.30859  0.0971
H 16.37022 19.15073 -25.63568  0.0965
H 12.41054 21.41308 -28.89237  0.0895
H 12.44430 23.11945 -28.31968  0.0670
H 12.13073 21.83588 -27.19886  0.1001
C 13.38880 29.07749 -29.27496  0.0073
O 13.59061 30.43228 -29.79237  -0.0073
C 12.80878 31.44410 -29.47451  -0.5965
O 11.95783 31.47418 -28.54430  0.0598
O 13.11041 32.46253 -30.23336  0.0122
C 12.36658 33.67002 -30.10478  -0.0300
H 12.84477 29.11204 -28.33107  0.0995
H 14.38972 28.67045 -29.13158  0.0896
H 12.86013 28.49075 -30.02620  0.0545
H 11.88686 33.75256 -31.08005  0.0915
H 12.97349 34.56381 -29.96025  0.0964
H 11.52741 33.63028 -29.41029  0.0942

## Properties
Multiplicity = 4
Charge = 0
HOMO (spin up / spin down) = -5.8 / -8.2 eV
LUMO level (spin up / spin down) = 0.1 / 0.1 eV

---

No. 2
ORCA calculation (ωB97M-V/def2-TZVPD) on a molecular structure, CHBiO3 at a distorted geometry.

Last column: Löwdin charge in e.
CARTESIAN COORDINATES (ANGSTROEM)
H -1.49675 -1.45964 0.16282  0.3088
O -1.86479 -0.40492 -0.06313  0.2585
O -0.24140 1.13010 0.19354  -0.0806
O 0.12648 -0.99828 -0.06782  -0.1828
C -0.66073 0.03373 -0.28241  -0.6920
Bi 1.77274 0.38864 0.22040  2.3882

## Properties
Charge = +2
HOMO = -22.9 eV
LUMO level = -14.5 eV
Energy relative to the best compared isomer or geometry (same formula, charge and spin) = 15.5 kcal/mol

---

No. 3
ORCA calculation (ωB97M-V/def2-TZVPD) on a molecular structure, C30H75F4KN2O28P5S4 at a distorted geometry.

Last column: Löwdin charge in e.
CARTESIAN COORDINATES (ANGSTROEM)
K 3.04242 -0.74709 4.54818  0.8851
N 2.59767 1.21081 2.72865  -0.3578
S 2.46381 1.49605 1.16601  0.4441
O 3.36236 2.43800 0.63354  -0.2081
O 1.18895 1.34879 0.53735  -0.2853
F 3.11055 0.09736 0.67476  -0.2032
S 1.36010 2.19621 3.19436  0.4897
O 0.07393 1.58354 3.15930  -0.2922
O 1.52734 3.56922 2.90789  -0.2224
F 1.65684 2.07329 4.78436  -0.2280
N 7.61798 1.00576 0.62156  -0.2997
S 6.97367 0.82298 -0.84986  0.4602
O 7.74094 0.01713 -1.72957  -0.2766
O 6.23609 1.95013 -1.29960  -0.2759
F 5.81387 -0.18594 -0.39690  -0.2183
S 8.47843 2.34149 0.48272  0.4727
O 7.83725 3.60000 0.67351  -0.2897
O 9.53128 2.31199 -0.48939  -0.3011
F 9.24539 2.13574 1.90004  -0.2352
C 8.71738 0.68440 -4.83283  -0.0672
C 8.03566 -0.37635 -5.66914  -0.2341
O 6.74618 -0.63638 -5.05852  -0.1762
P 5.51743 -0.96254 -5.97074  0.3368
O 5.71933 -2.00644 -6.97545  -0.2269
O 4.38475 -1.33553 -4.94011  -0.1542
C 4.09370 -0.47946 -3.82714  -0.2547
C 4.00966 -1.25803 -2.53491  -0.0635
O 5.12348 0.48636 -6.50373  -0.1810
C 4.19029 0.58925 -7.60155  -0.2565
C 4.89400 0.37273 -8.93500  -0.0806
H 9.56887 1.13181 -5.34771  0.0754
H 8.01566 1.46279 -4.54195  0.0869
H 9.08913 0.23496 -3.91235  0.0667
H 7.81660 0.06049 -6.64757  0.1070
H 8.59525 -1.30468 -5.72795  0.1207
H 4.74626 0.38635 -3.70014  0.1234
H 3.10096 -0.05506 -4.00377  0.0947
H 3.44262 -2.18061 -2.67083  0.0791
H 4.98652 -1.56829 -2.16139  0.0690
H 3.61523 -0.60529 -1.75650  0.0601
H 3.32522 -0.06666 -7.50732  0.1100
H 3.90367 1.63763 -7.53050  0.1173
H 5.76947 1.01884 -8.98351  0.0783
H 5.12560 -0.68227 -9.05431  0.0640
H 4.22960 0.70752 -9.73607  0.0724
C -1.58460 0.73432 5.41301  -0.0699
C -2.64410 1.02819 6.45860  -0.2564
O -2.71892 2.41830 6.75319  -0.1579
P -3.84658 3.31204 6.09768  0.3387
O -5.23034 3.00096 6.44605  -0.2233
O -3.33298 4.71118 6.60737  -0.1900
C -4.17546 5.88877 6.46486  -0.2458
C -4.69376 6.26182 7.82553  -0.0769
O -3.61357 3.28852 4.53305  -0.1707
C -2.42565 3.85533 3.93959  -0.2396
C -2.36101 3.46767 2.46900  -0.0585
H -1.15678 -0.26376 5.34237  0.0673
H -1.92215 1.03070 4.42356  0.0413
H -0.76349 1.41480 5.65966  0.0736
H -3.61122 0.65752 6.09476  0.1165
H -2.48122 0.46988 7.38134  0.1194
H -3.51842 6.66564 6.07600  0.1182
H -4.95493 5.62097 5.75348  0.1165
H -5.38128 5.48807 8.16980  0.0794
H -3.91765 6.40119 8.57615  0.0801
H -5.24153 7.20794 7.79259  0.0777
H -2.46726 4.93417 4.07876  0.1175
H -1.53059 3.42174 4.39082  0.1036
H -2.16106 2.40594 2.40419  0.0302
H -3.32402 3.70339 2.00807  0.0857
H -1.58581 4.04008 1.96330  0.0891
C 1.20635 1.60563 -2.56099  -0.0749
C -0.06777 2.38382 -2.55294  -0.2156
O -1.13632 1.61151 -3.18666  -0.1754
P -1.58562 1.89127 -4.66388  0.3454
O -1.60348 3.28127 -5.10475  -0.2251
O -3.00522 1.16914 -4.71979  -0.1807
C -4.09246 1.86974 -4.08688  -0.2537
C -4.25540 1.39011 -2.65150  -0.0705
O -0.65918 0.92172 -5.50479  -0.1692
C -1.13320 0.44886 -6.78374  -0.2513
C -0.17945 0.95538 -7.86506  -0.0664
H 1.12472 0.70388 -1.95780  0.0700
H 1.62670 1.32777 -3.52927  0.0639
H 2.00772 2.23823 -2.16383  0.0953
H -0.41268 2.59226 -1.54418  0.1149
H 0.02385 3.30906 -3.12343  0.1130
H -3.92387 2.94791 -4.13143  0.1097
H -4.99774 1.71395 -4.67423  0.1145
H -4.07539 0.31663 -2.59285  0.0746
H -3.55489 1.92372 -2.01036  0.0688
H -5.26752 1.62334 -2.31506  0.0686
H -1.10401 -0.63539 -6.72216  0.1214
H -2.11390 0.84354 -7.04191  0.1100
H -0.59468 0.67394 -8.83586  0.0757
H -0.15065 2.04443 -7.85570  0.0804
H 0.81320 0.53442 -7.71787  0.0608
C -3.15153 -0.10272 2.09424  -0.0578
C -3.23068 -0.48701 0.63782  -0.2214
O -4.49478 -1.13315 0.37703  -0.1934
P -4.52926 -2.44064 -0.51862  0.3476
O -3.75173 -2.38277 -1.74203  -0.1985
O -6.08463 -2.67699 -0.71164  -0.1739
C -6.87769 -1.77401 -1.49546  -0.2506
C -7.15992 -0.43710 -0.85651  -0.0802
O -4.16088 -3.61600 0.47155  -0.1537
C -4.89195 -3.74957 1.69366  -0.2894
C -5.59843 -5.07342 1.79767  -0.0604
H -3.60050 0.88312 2.24804  0.0690
H -3.66285 -0.77888 2.77660  0.0799
H -2.11174 0.08788 2.36973  0.0655
H -3.02492 0.34359 -0.03592  0.1193
H -2.44638 -1.21869 0.41693  0.0947
H -6.43085 -1.67324 -2.48837  0.1188
H -7.82654 -2.28928 -1.65513  0.1163
H -6.27982 0.19283 -0.76542  0.0479
H -7.94598 0.09527 -1.39523  0.0819
H -7.55795 -0.54319 0.15736  0.0843
H -4.19141 -3.54210 2.51181  0.0982
H -5.60380 -2.93447 1.86280  0.1152
H -6.18501 -5.20889 0.88856  0.0818
H -4.88937 -5.89186 1.90854  0.0778
H -6.28967 -5.04015 2.63909  0.0806
C 0.59774 -1.97167 0.41906  -0.0379
C 1.45487 -2.25593 1.63046  -0.2410
O 1.06442 -3.56820 2.11015  -0.1698
P 1.15934 -3.87119 3.65515  0.3402
O 2.42871 -3.40688 4.22953  -0.3008
O -0.08911 -3.13137 4.28775  -0.1637
C -1.42467 -3.49280 3.89204  -0.2551
C -2.34782 -3.18327 5.04263  -0.0568
O 0.74337 -5.37156 3.72427  -0.1708
C 1.64908 -6.38981 3.21008  -0.2266
C 2.50924 -6.90994 4.33017  -0.0715
H 0.88823 -2.53574 -0.46478  0.0908
H -0.42691 -2.26534 0.67047  0.0663
H 0.50942 -0.91007 0.19717  0.0604
H 2.52872 -2.20578 1.47129  0.1192
H 1.18736 -1.50239 2.38987  0.0954
H -1.70389 -2.91768 3.00595  0.1112
H -1.49538 -4.55012 3.64139  0.1172
H -3.40279 -3.36918 4.84664  0.0742
H -2.09149 -3.84595 5.87345  0.0857
H -2.20410 -2.15200 5.35838  0.0560
H 1.07120 -7.15320 2.69708  0.1238
H 2.26034 -5.89728 2.44922  0.1180
H 1.90372 -7.22797 5.17692  0.0823
H 3.11912 -7.73981 3.96589  0.0833
H 3.22341 -6.15587 4.66086  0.0752

## Properties
Charge = -1
HOMO = -6.4 eV
LUMO level = 0.8 eV
Energy relative to the best compared isomer or geometry (same formula, charge and spin) = 0.0 kcal/mol